Formula: C3H11N3
Source: the OMol25 dataset
Level of theory: wB97M-V/def2-TZVPD

```
17
Properties=species:S:1:pos:R:3:forces:R:3
H -1.3433 3.3908 -1.9530 1.02 0.13 0.15
N -1.1483 2.3960 -1.8552 -1.10 0.24 -0.33
C -1.2421 1.8638 -3.0108 0.27 -0.45 0.35
N -1.5194 0.5469 -3.1681 0.31 -0.43 -0.37
H -1.0059 2.3246 -3.9755 -0.58 0.45 0.05
H -1.7178 0.1881 -4.0838 0.22 -0.09 0.07
H -1.6361 -0.0591 -2.3754 -0.15 0.15 0.10
C 1.6927 -1.7593 1.3324 -0.26 0.33 -0.95
N 1.1620 -1.3859 2.6109 -0.42 -0.42 0.64
C 0.0962 -0.4134 2.5966 0.24 0.94 -0.08
H 2.1670 -2.7381 1.3322 0.24 0.03 0.24
H 0.8715 -1.8400 0.6096 -0.11 -0.11 0.26
H 2.3486 -1.0164 0.8575 0.29 -0.01 0.19
H 1.8572 -1.1308 3.2952 0.19 -0.10 -0.16
H 0.4315 0.6098 2.3468 0.02 -0.12 -0.28
H -0.3567 -0.2892 3.5825 -0.10 -0.43 -0.03
H -0.6571 -0.6877 1.8583 -0.09 -0.10 0.16
```
Positions in Å, forces in eV/Å.

Results
charge: 0
frontier orbital gap: 9.322 eV
SMILES: [H]/N=C/N.CNC
E_LUMO: 0.96 eV
spin multiplicity: 1
relative energy (zero: lowest compared OMol25 entry of this formula, charge and spin): 32.2 kcal/mol

Mulliken population analysis, charges in e, atoms 1 to 6: 0.215 -0.627 0.115 -0.396 0.277 0.195